a | 2 unconnected molecules or ions with the total composition CHFIN. Source: OMol25; level of theory: the ωB97M-V functional and the def2-TZVPD basis.

Positions of all 5 atoms, in Å:
I (0.355, -0.468, -2.322)
F (-0.379, 1.783, 0.523)
N (0.060, -0.780, 0.737)
C (0.181, -0.356, -0.362)
H (-0.217, -0.179, 1.424)

b | CHFIN in the gas phase. Source: OMol25; level of theory: the ωB97M-V functional and the def2-TZVPD basis.

Computed properties:
SMILES string   [H]/N=C(/F)I

Positions of all 5 atoms, in Å:
I (-1.785, 0.935, -0.021)
F (-0.470, -1.598, -0.027)
N (1.154, -0.035, -0.075)
C (-0.075, -0.237, -0.009)
H (1.175, 0.935, 0.132)

It comes down to b, which is 287.7 kJ/mol more stable than the next structure.

a | A molecular structure, C5H11NO2. Source: OMol25; level of theory: the ωB97M-V functional and the def2-TZVPD basis.

Computed properties:
Multiplicity   2
Net charge   +1

Positions of all 19 atoms, in Å:
O (1.385, -1.433, 1.503)
O (1.145, 3.448, -0.655)
N (-1.239, 0.851, -0.129)
C (1.135, 1.352, 0.363)
C (-1.321, -2.212, -0.200)
C (0.685, 2.248, -0.765)
C (-0.392, 1.769, 0.343)
C (-0.087, -2.010, -0.896)
H (1.102, 0.271, 0.376)
H (0.041, -2.203, -1.954)
H (1.862, 1.901, 0.943)
H (0.733, -1.888, -0.187)
H (-1.262, -2.172, 0.878)
H (-0.904, -1.152, -0.840)
H (-2.105, 0.813, 0.415)
H (1.707, -1.548, 2.414)
H (-2.144, -2.549, -0.821)
H (0.441, 1.980, -1.792)
H (-0.781, 2.535, 1.007)

b | 2 unconnected molecules or ions with the total composition C5H11NO2. Source: OMol25; level of theory: the ωB97M-V functional and the def2-TZVPD basis.

Computed properties:
Multiplicity   2
Net charge   +1

Positions of all 19 atoms, in Å:
O (3.659, 2.878, 4.803)
O (2.067, 0.007, -1.665)
N (-1.235, 1.072, -0.974)
C (-0.367, 0.065, -1.332)
C (-0.327, -1.046, -0.300)
C (-2.319, -2.254, -1.192)
C (-1.532, -1.922, -0.185)
C (1.129, 0.688, -1.549)
H (4.600, 2.722, 4.624)
H (-0.197, -0.546, 0.671)
H (0.637, -1.560, -0.375)
H (-0.596, -0.277, -2.355)
H (3.525, 2.505, 5.686)
H (-1.775, -2.228, 0.832)
H (-1.760, 0.994, -0.095)
H (1.158, 1.793, -1.600)
H (-3.196, -2.871, -1.220)
H (-2.027, -1.850, -2.163)
H (-1.445, 1.830, -1.611)

c | 2 unconnected molecules or ions with the total composition C5H11NO2. Source: OMol25; level of theory: the ωB97M-V functional and the def2-TZVPD basis.

Computed properties:
Multiplicity   2
Net charge   +1

Positions of all 19 atoms, in Å:
O (-0.404, 0.646, 1.215)
O (0.555, -0.950, -4.186)
N (0.716, -1.686, -2.022)
C (0.465, 1.294, 2.044)
C (0.198, -1.792, -0.621)
C (0.129, -0.969, -3.039)
C (-0.368, 1.826, 3.222)
C (-0.963, -0.143, -2.662)
H (1.692, -1.935, -2.094)
H (-1.168, 2.428, 2.800)
H (-0.686, -2.460, -0.588)
H (-1.440, -0.083, -1.689)
H (0.127, 2.558, 3.880)
H (-0.701, 0.947, 3.761)
H (0.898, 2.169, 1.503)
H (1.379, 0.759, 2.325)
H (-1.315, 0.550, -3.422)
H (1.037, -2.321, -0.162)
H (-0.150, -0.838, -0.265)

It comes down to b, which is 313.0 kJ/mol more stable than the next structure.

a | C2Cl3F3 in the gas phase. Source: OMol25; level of theory: the ωB97M-V functional and the def2-TZVPD basis.

Computed properties:
SMILES string   FC(F)(Cl)C(F)(Cl)Cl

Positions of all 8 atoms, in Å:
Cl (-2.130, 0.484, 0.122)
Cl (2.002, -0.648, -0.257)
Cl (0.748, 1.971, -0.335)
F (-0.601, -0.502, -1.582)
F (-0.598, -1.534, 0.423)
F (0.616, 0.306, 1.594)
C (-0.667, -0.379, -0.251)
C (0.630, 0.302, 0.286)

b | 2 unconnected molecules or ions with the total composition C2Cl3F3. Source: OMol25; level of theory: the ωB97M-V functional and the def2-TZVPD basis.

Computed properties:
SMILES string   F/C(Cl)=C(\F)Cl.FCl

Positions of all 8 atoms, in Å:
Cl (0.813, -1.444, 0.301)
Cl (-1.311, 1.036, -0.532)
Cl (-2.958, -2.210, -0.041)
F (-1.329, -2.051, 0.357)
F (2.416, 0.564, 0.129)
F (0.896, 2.520, -0.173)
C (0.322, 1.306, -0.173)
C (1.151, 0.279, 0.133)

It comes down to a, which is 404.5 kJ/mol more stable than the next structure.

a | 2 unconnected molecules or ions with the total composition C3H13N2OS2. Source: OMol25; level of theory: the ωB97M-V functional and the def2-TZVPD basis.

Computed properties:
Net charge   +1

Positions of all 21 atoms, in Å:
S (0.012, -3.772, -1.027)
S (-0.327, -2.189, -2.252)
O (-1.068, 1.194, 2.687)
N (-0.744, -0.612, 0.374)
N (0.139, 2.275, 0.472)
C (0.846, 1.149, -0.102)
C (-0.043, 0.115, -0.754)
C (0.738, -0.864, -1.613)
H (0.012, 3.076, -0.140)
H (1.655, 1.534, -0.710)
H (-0.328, 1.806, 2.846)
H (-0.997, 0.041, 1.130)
H (-0.113, -1.304, 0.794)
H (-1.697, 1.209, 3.412)
H (-0.828, 0.583, -1.342)
H (-0.764, 2.105, 0.875)
H (0.981, -4.409, -1.710)
H (1.654, -1.202, -1.130)
H (-1.560, -1.081, -0.013)
H (1.403, 0.628, 0.689)
H (1.030, -0.282, -2.485)

b | 2 unconnected molecules or ions with the total composition C3H13N2OS2. Source: OMol25; level of theory: the ωB97M-V functional and the def2-TZVPD basis.

Computed properties:
Net charge   +1

Positions of all 21 atoms, in Å:
S (1.341, 1.556, 1.921)
S (1.299, 1.249, -0.061)
O (0.427, -2.333, 1.871)
N (-1.672, -1.825, -2.429)
N (-1.278, -1.131, 0.052)
C (-1.490, -0.359, -2.262)
C (-0.425, 1.100, -0.542)
C (-0.625, -0.279, -1.017)
H (-1.004, 0.061, -3.078)
H (-2.455, 0.167, -2.065)
H (-0.956, -2.291, -2.958)
H (-2.285, -0.933, 0.371)
H (-0.814, -1.074, 1.035)
H (-0.795, 1.820, -1.229)
H (-2.610, -2.158, -2.690)
H (0.321, -0.938, -1.250)
H (1.378, -2.337, 1.671)
H (-1.237, -2.129, -0.320)
H (-0.948, 1.227, 0.348)
H (1.353, 2.833, 2.242)
H (0.295, -2.531, 2.754)

It comes down to a, which is 87.2 kJ/mol more stable than the next structure.